1.
Formula: C4H9N
Source: OMol25
Level of theory: ωB97M-V with the def2-TZVPD basis set

Element x y z (Å)
C (0.665, 1.537, 1.249)
C (0.984, 0.348, 0.789)
C (0.713, 0.063, -0.640)
C (-0.328, -1.125, -0.743)
N (-1.734, -0.648, -0.425)
H (1.419, 2.257, 1.537)
H (-0.396, 1.941, 1.255)
H (1.598, -0.396, 1.412)
H (1.661, -0.238, -1.043)
H (0.370, 1.052, -0.935)
H (-0.331, -1.733, -1.644)
H (-0.064, -1.906, 0.002)
H (-1.994, 0.118, -0.981)
H (-2.324, -1.492, -0.565)

The calculation puts the maximum force at 0.0776 hartree/bohr. As for the SMILES: C=CCCN. For the calculated total energy, the calculation gives -5780.5772 eV. The LUMO energy is 0.80 eV. As for the energy above the lowest of the compared OMol25 structures with the same formula, charge and spin: 74.6 kcal/mol. Its HOMO-LUMO gap is 8.7 eV. The spin multiplicity is 1.


2.
Formula: C4H9N
Source: OMol25
Level of theory: ωB97M-V with the def2-TZVPD basis set

Element x y z (Å)
C (1.616, -0.096, 0.270)
C (0.407, -0.094, -0.680)
C (-0.625, 0.978, -0.218)
C (-1.479, -0.229, 0.304)
N (-0.605, -1.138, -0.419)
H (1.341, 0.189, 1.358)
H (2.368, 0.620, -0.106)
H (2.032, -1.125, 0.176)
H (0.727, 0.049, -1.753)
H (-0.284, 1.697, 0.539)
H (-1.215, 1.584, -0.960)
H (-2.554, -0.157, -0.018)
H (-1.544, -0.365, 1.370)
H (-0.186, -1.913, 0.136)

The calculation puts the maximum force at 0.0380 hartree/bohr. As for the SMILES: C[C@@H]1CCN1. For the calculated total energy, the calculation gives -5782.6975 eV. The LUMO energy is 1.20 eV. As for the energy above the lowest of the compared OMol25 structures with the same formula, charge and spin: 25.7 kcal/mol. Its HOMO-LUMO gap is 10.0 eV. The spin multiplicity is 1.


3.
Formula: C4H9N
Source: OMol25
Level of theory: ωB97M-V with the def2-TZVPD basis set

Element x y z (Å)
C (0.109, -1.240, -0.520)
C (0.033, -0.722, 0.818)
C (0.555, -1.941, 1.279)
C (-0.381, 2.280, -1.220)
N (-0.354, 0.391, 1.310)
H (1.042, -1.368, -1.059)
H (-0.501, 2.649, -0.211)
H (-0.667, -1.868, -0.945)
H (0.321, -2.381, 2.244)
H (1.378, -2.455, 0.801)
H (-0.218, 1.210, -1.222)
H (-1.247, 2.472, -1.855)
H (0.473, 2.736, -1.723)
H (-0.543, 0.238, 2.302)

The calculation puts the maximum force at 0.0504 hartree/bohr. For the calculated total energy, the calculation gives -5779.6845 eV. The LUMO energy is -0.27 eV. As for the energy above the lowest of the compared OMol25 structures with the same formula, charge and spin: 95.2 kcal/mol. Its HOMO-LUMO gap is 8.2 eV. The spin multiplicity is 1.


4.
Formula: C4H9N
Source: OMol25
Level of theory: ωB97M-V with the def2-TZVPD basis set

Element x y z (Å)
C (0.637, -2.213, 0.372)
C (0.648, -1.116, -0.278)
C (-0.650, -0.364, -0.534)
N (-0.238, 1.049, -0.572)
C (-0.281, 1.898, 0.528)
H (1.358, -2.945, 0.684)
H (-0.358, -2.585, 0.480)
H (1.635, -0.797, -0.715)
H (-1.307, -0.400, 0.402)
H (-1.108, -0.576, -1.525)
H (0.373, 1.371, -1.246)
H (-1.262, 1.979, 1.048)
H (0.525, 1.791, 1.242)
H (0.028, 2.907, 0.113)

The calculation puts the maximum force at 0.0724 hartree/bohr. As for the SMILES: C=CCNC. For the calculated total energy, the calculation gives -5781.7249 eV. The LUMO energy is 1.23 eV. As for the energy above the lowest of the compared OMol25 structures with the same formula, charge and spin: 48.1 kcal/mol. Its HOMO-LUMO gap is 9.3 eV. The spin multiplicity is 1.


5.
Formula: C4H9N
Source: OMol25
Level of theory: ωB97M-V with the def2-TZVPD basis set

Element x y z (Å)
C (0.635, 1.762, 0.695)
C (-0.500, 0.906, 0.199)
N (0.035, -0.174, -0.611)
C (0.545, -1.328, 0.095)
C (-0.725, -1.407, -0.646)
H (0.266, 2.671, 1.197)
H (1.299, 1.224, 1.369)
H (1.239, 2.139, -0.128)
H (-1.115, 0.509, 1.024)
H (-1.159, 1.524, -0.434)
H (1.464, -1.724, -0.290)
H (0.462, -1.344, 1.190)
H (-1.653, -1.504, -0.097)
H (-0.782, -1.880, -1.605)

The calculation puts the maximum force at 0.0182 hartree/bohr. As for the SMILES: CCN1CC1. For the calculated total energy, the calculation gives -5782.7176 eV. The LUMO energy is 1.30 eV. As for the energy above the lowest of the compared OMol25 structures with the same formula, charge and spin: 25.2 kcal/mol. Its HOMO-LUMO gap is 10.5 eV. The spin multiplicity is 1.


6.
Formula: C4H9N
Source: OMol25
Level of theory: ωB97M-V with the def2-TZVPD basis set

Element x y z (Å)
C (0.402, -1.148, 1.202)
C (-0.033, -0.299, 0.080)
C (-1.400, -0.166, -0.557)
C (0.944, 0.494, -0.875)
H (1.215, -0.993, 1.897)
H (-0.791, -1.183, 1.814)
H (0.655, -2.203, 1.014)
H (-2.290, 0.750, -0.006)
H (-1.215, 0.225, -1.926)
H (-2.009, -1.351, -0.324)
H (2.060, 0.133, -1.160)
H (0.257, 0.762, -1.778)
H (-0.454, 1.826, -0.234)
N (0.443, 1.250, 0.229)

The calculation puts the maximum force at 0.1225 hartree/bohr. For the calculated total energy, the calculation gives -5777.2555 eV. The LUMO energy is 0.74 eV. As for the energy above the lowest of the compared OMol25 structures with the same formula, charge and spin: 151.2 kcal/mol. Its HOMO-LUMO gap is 9.6 eV. The spin multiplicity is 1.


7.
Formula: C4H9N
Source: OMol25
Level of theory: ωB97M-V with the def2-TZVPD basis set

Element x y z (Å)
C (-1.339, -1.108, -2.599)
C (-0.132, -1.681, -2.403)
C (0.490, -1.842, -1.010)
H (-2.098, -1.540, -3.228)
H (-1.666, -0.136, -2.247)
H (0.147, -2.378, -3.215)
H (1.257, -2.654, -1.182)
H (0.963, -0.967, -0.554)
H (-0.238, -2.361, -0.393)
C (0.828, 2.759, 3.110)
N (-0.354, 3.153, 3.276)
H (1.206, 1.865, 2.579)
H (1.458, 2.906, 4.030)
H (-0.522, 3.984, 3.835)

The calculation puts the maximum force at 0.0827 hartree/bohr. As for the SMILES: C=CC.C=N. For the calculated total energy, the calculation gives -5780.5125 eV. The LUMO energy is 0.95 eV. As for the energy above the lowest of the compared OMol25 structures with the same formula, charge and spin: 76.1 kcal/mol. Its HOMO-LUMO gap is 9.8 eV. The spin multiplicity is 1.


8.
Formula: C4H9N
Source: OMol25
Level of theory: ωB97M-V with the def2-TZVPD basis set

Element x y z (Å)
C (-3.003, 0.828, 3.108)
N (-2.324, 0.711, 2.055)
C (-2.904, 0.995, 0.769)
H (-2.488, 0.666, 4.075)
H (-3.967, 1.308, 3.221)
H (-3.947, 1.385, 0.827)
H (-2.893, 0.115, 0.118)
H (-2.409, 1.825, 0.231)
C (3.847, -1.405, -1.820)
C (4.182, -1.333, -3.098)
H (3.016, -1.882, -1.322)
H (4.238, -0.790, -1.003)
H (3.554, -1.655, -3.900)
H (5.098, -0.770, -3.259)

The calculation puts the maximum force at 0.0344 hartree/bohr. As for the SMILES: C=NC.C=C. For the calculated total energy, the calculation gives -5781.5790 eV. The LUMO energy is 1.18 eV. As for the energy above the lowest of the compared OMol25 structures with the same formula, charge and spin: 51.5 kcal/mol. Its HOMO-LUMO gap is 10.8 eV. The spin multiplicity is 1.


9.
Formula: C4H9N
Source: OMol25
Level of theory: ωB97M-V with the def2-TZVPD basis set

Element x y z (Å)
C (0.501, -0.303, 2.050)
C (-0.006, -1.052, 1.085)
C (0.682, -2.251, 0.474)
H (0.012, 0.593, 2.367)
H (1.384, -0.628, 2.562)
H (-0.948, -0.784, 0.610)
H (0.052, -3.137, 0.502)
H (1.628, -2.392, 0.992)
H (0.901, -1.987, -0.562)
C (-0.544, 2.113, -2.134)
N (-0.997, 3.124, -1.516)
H (0.528, 1.969, -2.041)
H (-1.201, 1.535, -2.777)
H (-1.993, 3.199, -1.613)

The calculation puts the maximum force at 0.0260 hartree/bohr. As for the SMILES: C=CC.C=N. For the calculated total energy, the calculation gives -5782.2588 eV. The LUMO energy is 1.05 eV. As for the energy above the lowest of the compared OMol25 structures with the same formula, charge and spin: 35.8 kcal/mol. Its HOMO-LUMO gap is 10.7 eV. The spin multiplicity is 1.


10.
Formula: C4H9N
Source: OMol25
Level of theory: ωB97M-V with the def2-TZVPD basis set

Element x y z (Å)
C (0.893, -1.249, -0.710)
C (-0.318, -1.002, 0.165)
C (-0.240, -0.091, 1.341)
N (-0.920, 0.325, 0.257)
C (-0.882, 1.443, -0.458)
H (1.449, -2.111, -0.324)
H (0.594, -1.479, -1.739)
H (1.565, -0.388, -0.719)
H (-1.075, -1.790, 0.111)
H (0.914, 1.117, 0.936)
H (-0.563, -0.161, 2.372)
H (-1.237, 2.347, 0.027)
H (0.814, 1.679, 0.277)
H (-0.995, 1.360, -1.535)

The calculation puts the maximum force at 0.0058 hartree/bohr. For the calculated total energy, the calculation gives -5778.8508 eV. The LUMO energy is 1.17 eV. As for the energy above the lowest of the compared OMol25 structures with the same formula, charge and spin: 114.4 kcal/mol. Its HOMO-LUMO gap is 9.1 eV. The spin multiplicity is 1.


11.
Formula: C4H9N
Source: OMol25
Level of theory: ωB97M-V with the def2-TZVPD basis set

Element x y z (Å)
C (1.787, -0.552, 0.683)
C (0.816, 0.315, -0.052)
N (0.996, 1.432, -0.593)
H (0.238, 1.898, -1.073)
H (-0.018, -0.633, -0.682)
H (1.296, -1.423, 1.114)
H (2.563, -0.890, -0.005)
H (2.257, 0.028, 1.479)
C (-1.096, -0.399, 0.036)
C (-2.112, 0.286, -0.585)
H (-1.958, 1.247, -1.054)
H (-1.258, -1.357, 0.527)
H (-0.418, 0.206, 0.853)
H (-3.093, -0.158, -0.646)

The calculation puts the maximum force at 0.0561 hartree/bohr. For the calculated total energy, the calculation gives -5778.0249 eV. The LUMO energy (alpha / beta) is 0.80 / 0.80 eV. As for the energy above the lowest of the compared OMol25 structures with the same formula, charge and spin: 133.5 kcal/mol. Its HOMO-LUMO gap (alpha / beta) is 7.5 / 7.5 eV. The spin multiplicity is 1.


12.
Formula: C4H9N2
Source: OMol25
Level of theory: ωB97M-V with the def2-TZVPD basis set

Element x y z (Å)
C (-0.562, -0.344, -0.412)
C (0.567, 1.529, 0.092)
C (-1.643, 0.385, 0.396)
C (1.922, -0.436, 0.427)
N (-2.790, -0.135, 0.067)
N (0.714, 0.292, -0.084)
H (-0.557, -1.345, -0.133)
H (-0.789, -0.101, -1.492)
H (-0.085, 2.281, -0.410)
H (1.469, 2.033, 0.624)
H (1.963, -1.288, -0.273)
H (2.840, 0.203, 0.521)
H (1.715, -0.888, 1.414)
H (-3.605, 0.147, 0.723)
H (-2.856, -1.055, -0.459)

The calculation puts the maximum force at 0.1076 hartree/bohr. The net charge is +1. For the calculated total energy, the calculation gives -7263.9682 eV. The LUMO energy is -4.43 eV. As for the energy above the lowest of the compared OMol25 structures with the same formula, charge and spin: 96.2 kcal/mol. Its HOMO-LUMO gap is 8.9 eV. The spin multiplicity is 1.


13.
Formula: C4H9N2
Source: OMol25
Level of theory: ωB97M-V with the def2-TZVPD basis set

Element x y z (Å)
N (-0.112, -1.443, 0.465)
C (-0.506, -0.331, -0.469)
C (0.590, 0.317, -1.270)
N (0.091, 1.629, -0.777)
C (0.309, 1.722, 0.600)
C (-0.991, 0.975, 0.042)
H (-0.939, -1.965, 1.040)
H (0.612, -1.181, 1.255)
H (0.382, -2.123, -0.028)
H (-1.251, -0.716, -1.099)
H (1.447, 0.020, -0.758)
H (0.609, 0.479, -2.340)
H (0.298, 2.740, 0.879)
H (1.048, 1.051, 1.127)
H (-1.969, 1.328, 0.078)

The calculation puts the maximum force at 0.0978 hartree/bohr. The net charge is +1. As for the SMILES: [NH3+][C@@H]1CN2C[C@H]12. For the calculated total energy, the calculation gives -7263.8390 eV. The LUMO energy is -4.12 eV. As for the energy above the lowest of the compared OMol25 structures with the same formula, charge and spin: 99.2 kcal/mol. Its HOMO-LUMO gap is 9.6 eV. The spin multiplicity is 1.


14.
Formula: C4H9N2
Source: OMol25
Level of theory: ωB97M-V with the def2-TZVPD basis set

Element x y z (Å)
C (0.221, -0.657, 1.736)
C (1.366, -0.032, 1.971)
C (-1.217, -1.440, -0.027)
N (-0.085, -1.047, 0.395)
H (-0.590, -0.849, 2.422)
H (2.073, 0.154, 1.174)
H (1.574, 0.279, 2.984)
H (-1.413, -1.622, -1.077)
H (-2.023, -1.644, 0.670)
H (0.657, -0.876, -0.275)
C (0.081, 1.398, -2.314)
N (-0.985, 1.776, -1.731)
H (0.051, 0.790, -3.215)
H (1.054, 1.741, -1.945)
H (-0.765, 2.029, -0.769)

The calculation puts the maximum force at 0.0379 hartree/bohr. The net charge is +1. For the calculated total energy, the calculation gives -7264.7710 eV. The LUMO energy is -5.54 eV. As for the energy above the lowest of the compared OMol25 structures with the same formula, charge and spin: 77.7 kcal/mol. Its HOMO-LUMO gap is 8.1 eV. The spin multiplicity is 1.


15.
Formula: C4H9N2
Source: OMol25
Level of theory: ωB97M-V with the def2-TZVPD basis set

Element x y z (Å)
C (-0.034, 2.778, -0.233)
N (-0.185, 1.582, 0.185)
N (0.042, 0.434, -0.417)
C (-0.481, -0.106, -1.463)
C (0.601, -0.452, 0.662)
C (-0.254, -1.620, 0.863)
H (0.499, 3.023, -1.209)
H (-0.465, 3.548, 0.404)
H (-1.004, 0.480, -2.206)
H (-0.449, -1.163, -1.750)
H (0.693, -0.002, 1.555)
H (1.480, -0.746, 0.271)
H (-1.270, -1.440, 0.546)
H (0.080, -2.397, 0.175)
H (-0.277, -1.916, 1.909)

The calculation puts the maximum force at 0.0799 hartree/bohr. The net charge is +1. As for the SMILES: C=N[N+](=C)CC. For the calculated total energy, the calculation gives -7263.9986 eV. The LUMO energy is -5.26 eV. As for the energy above the lowest of the compared OMol25 structures with the same formula, charge and spin: 95.5 kcal/mol. Its HOMO-LUMO gap is 10.0 eV. The spin multiplicity is 1.


16.
Formula: C4H9N2
Source: OMol25
Level of theory: ωB97M-V with the def2-TZVPD basis set

Element x y z (Å)
C (-2.184, -0.679, 0.347)
C (-0.024, 0.482, 0.501)
C (0.068, -1.229, -0.485)
C (2.276, -0.082, -0.234)
N (1.022, -0.201, -0.086)
N (-0.941, -0.479, 0.154)
H (-2.901, -1.266, -0.261)
H (-2.774, -0.086, 1.077)
H (-0.098, 1.343, 1.137)
H (0.059, 3.309, 0.037)
H (-0.184, -1.456, -1.587)
H (0.103, -2.241, 0.131)
H (2.808, 0.806, 0.132)
H (2.886, -0.965, -0.509)
H (-0.116, 2.745, -0.356)

The calculation puts the maximum force at 0.0969 hartree/bohr. The net charge is +1. For the calculated total energy, the calculation gives -7262.1872 eV. The LUMO energy (alpha / beta) is -4.63 / -4.63 eV. As for the energy above the lowest of the compared OMol25 structures with the same formula, charge and spin: 137.3 kcal/mol. Its HOMO-LUMO gap (alpha / beta) is 7.7 / 7.7 eV. The spin multiplicity is 1.


17.
Formula: C4H9N2
Source: OMol25
Level of theory: ωB97M-V with the def2-TZVPD basis set

Element x y z (Å)
C (1.457, 1.102, -0.995)
C (-0.770, -0.645, 0.519)
C (-3.014, 0.248, -0.121)
C (2.049, -0.981, -0.094)
N (-1.881, -0.287, 0.463)
N (1.107, 0.037, -0.434)
H (0.792, 1.911, -1.091)
H (2.482, 1.426, -1.142)
H (-0.332, -1.536, 1.026)
H (-3.693, 0.703, 0.570)
H (-2.893, 0.917, -0.984)
H (-3.580, -0.573, -0.591)
H (3.124, -0.776, -0.008)
H (1.905, -1.240, 1.016)
H (2.029, -1.848, -0.780)

The calculation puts the maximum force at 0.0559 hartree/bohr. The net charge is +1. For the calculated total energy, the calculation gives -7264.0467 eV. The LUMO energy is -4.25 eV. As for the energy above the lowest of the compared OMol25 structures with the same formula, charge and spin: 94.4 kcal/mol. Its HOMO-LUMO gap is 10.3 eV. The spin multiplicity is 1.